[1]
Entry from the OMol25 dataset: an isolated molecule of C3H10N2 at a distorted geometry (the ωB97M-V functional and the def2-TZVPD basis).

The value obtained for the total energy is -229.8049 a.u. The value obtained for the energy above the lowest of the compared OMol25 structures with the same formula, charge and spin is 0.120 eV. The calculation puts the largest force on an atom at 2.23 eV Å⁻¹. The HOMO-LUMO gap comes out at 10.12 eV. As for the SMILES: C[C@H](N)CN.

The geometry in XYZ format:
```
15
Properties=species:S:1:pos:R:3:forces:R:3
C 1.080527 1.337846 0.190877 -0.9 -0.9 0.8
C -0.027266 0.214450 0.419822 1.2 1.6 -0.9
N 0.468229 -0.978135 1.061448 0.0 -0.3 0.2
C -0.567405 -0.123431 -0.961838 -1.6 -1.3 0.6
N -1.657419 -1.154161 -0.911024 0.5 0.5 -0.3
H 1.911985 0.923696 -0.377275 0.0 0.0 -0.1
H 1.450686 1.667338 1.160774 0.2 0.1 0.0
H 0.683101 2.205447 -0.329447 -0.1 0.0 -0.1
H -0.825567 0.628345 1.046647 0.0 0.0 -0.1
H 1.219376 -1.396684 0.522422 0.1 0.1 0.1
H 0.802342 -0.787372 1.998543 0.1 -0.1 -0.1
H -0.991452 0.761044 -1.438554 0.2 0.0 0.0
H 0.222617 -0.542116 -1.589698 0.1 0.2 0.0
H -1.319490 -1.966621 -0.402547 0.0 0.2 0.0
H -2.450264 -0.789646 -0.390150 0.1 0.0 0.0
```
Positions in Å, forces in eV/Å.

Atomic partial charges in e from the Löwdin method, atoms 1 to 5:
1. C -0.07
2. C -0.47
3. N 0.02
4. C -0.26
5. N -0.02

[2]
Entry from the OMol25 dataset: a structure of composition C5H6O2 at a distorted geometry (the ωB97M-V functional and the def2-TZVPD basis).

The value obtained for the total energy is -344.5201 a.u. The value obtained for the energy above the lowest of the compared OMol25 structures with the same formula, charge and spin is 2.227 eV. The calculation puts the largest force on an atom at 2.37 eV Å⁻¹. The HOMO-LUMO gap comes out at 10.67 eV.

The geometry in XYZ format:
```
13
Properties=species:S:1:pos:R:3:forces:R:3
C 0.123652 0.497183 1.590118 0.1 0.3 0.1
C -0.118009 -0.053574 0.245538 0.4 0.3 0.5
C 0.618534 -1.140511 -0.487081 -0.1 0.4 1.3
C 0.350514 0.224416 -1.114410 0.3 0.4 -0.3
C -1.082756 0.341603 -1.480819 -0.7 0.3 -0.9
O -1.737393 0.721586 -2.405981 0.4 -0.4 0.9
O -1.509828 -0.118789 -0.243538 0.0 0.0 0.1
H -0.458200 -0.038313 2.350274 0.1 0.1 -0.2
H -0.138565 1.554099 1.607035 0.0 0.1 0.3
H 1.184171 0.353426 1.808297 -0.1 0.2 0.1
H -0.092702 -1.891746 -0.222581 -0.1 -1.4 -1.9
H 1.676626 -1.333218 -0.336793 -0.3 0.1 0.5
H 1.183956 0.883838 -1.310059 -0.1 -0.2 -0.6
```
Positions in Å, forces in eV/Å.

Atomic partial charges in e from the Löwdin method, atoms 1 to 5:
1. C 0.01
2. C -0.45
3. C 0.02
4. C -0.06
5. C -0.42

[3]
Entry from the OMol25 dataset: a structure of composition C30H30ClKN5PS5 at a distorted geometry (the ωB97M-V functional and the def2-TZVPD basis).

As for the total charge: -2. The value obtained for the total energy is -4827.4311 a.u. The value obtained for the energy above the lowest of the compared OMol25 structures with the same formula, charge and spin is 2.041 eV. The calculation puts the largest force on an atom at 1.62 eV Å⁻¹. The HOMO-LUMO gap comes out at 4.77 eV.

The geometry in XYZ format:
```
73
Properties=species:S:1:pos:R:3:forces:R:3
K -1.756043 0.299603 -0.549932 0.1 0.0 0.0
C -4.493895 0.400201 -3.637021 0.8 -0.8 -0.5
N -3.513274 1.416543 -3.764881 0.6 1.1 -0.2
C -2.577382 1.434833 -4.787173 0.4 -0.3 -0.1
C -1.685561 2.402086 -4.512220 -0.2 0.2 -0.3
N -2.154297 3.033795 -3.354608 -0.1 -0.7 -0.9
C -3.284251 2.429294 -2.897358 -0.1 -0.4 -0.1
S -4.227079 2.913698 -1.596890 -0.3 -0.1 0.3
C -1.358890 3.870783 -2.602917 0.1 1.2 1.1
C -0.977816 5.100914 -3.117932 0.4 -0.2 0.6
C -0.105738 5.875367 -2.373385 -0.5 0.5 -0.1
C 0.237484 5.443483 -1.106043 -0.5 -0.6 -0.5
C -0.322007 4.271068 -0.623769 0.0 0.2 -0.7
N -1.094264 3.494263 -1.361809 0.1 -0.5 0.1
H -5.359458 0.631289 -4.221209 -0.7 -0.1 -0.4
H -4.744901 0.328193 -2.615160 -0.5 -0.1 1.2
H -3.977608 -0.527928 -3.936058 -0.5 0.2 0.0
H -2.504130 0.618376 -5.492975 0.0 0.2 0.1
H -0.716109 2.618574 -4.966838 -0.6 -0.1 0.3
H -1.415129 5.460441 -4.016260 -0.1 0.1 -0.8
H 0.166170 6.861037 -2.761384 0.2 -0.4 0.2
H 0.907955 5.950869 -0.484790 0.9 0.9 0.7
H -0.119197 3.952512 0.377480 0.0 -0.2 0.5
Cl 1.611147 1.805529 0.914006 -0.2 0.2 -0.5
C 2.325136 0.918919 2.205714 0.0 0.7 -0.3
C 3.091264 1.636619 3.112743 0.2 -0.1 0.8
C 3.636219 0.935590 4.190452 0.2 0.7 -0.1
C 3.416733 -0.424285 4.303822 0.0 0.3 0.7
C 2.688091 -1.107661 3.358697 0.3 0.0 -0.4
C 2.138056 -0.449974 2.255157 0.4 -0.7 0.4
P 1.236889 -1.378028 0.947399 -0.4 0.3 -0.3
C 1.361993 -3.057347 1.658703 0.5 -0.4 0.0
C 0.306137 -3.449455 2.478350 0.1 -0.3 -0.3
C 0.291149 -4.705082 3.065453 0.7 0.3 -0.5
C 1.348184 -5.569281 2.846770 0.3 -0.2 0.2
C 2.453436 -5.188637 2.085384 -0.7 0.9 -0.6
C 2.445866 -3.923989 1.460041 0.3 -0.3 0.2
C 2.469384 -1.410438 -0.405306 0.1 -0.5 0.3
C 3.842158 -1.251506 -0.222327 0.3 0.2 -0.2
C 4.706170 -1.262231 -1.321828 -0.1 -0.6 -0.2
C 4.197489 -1.510519 -2.612526 -0.1 0.3 0.9
C 2.835636 -1.696936 -2.757007 -0.4 0.4 -0.5
C 1.974768 -1.672255 -1.677652 0.4 0.4 0.6
H 3.230830 2.723312 3.033894 -0.2 -0.6 -0.2
H 4.253744 1.452446 4.935671 -0.3 -0.1 -0.3
H 3.757695 -0.921231 5.199614 0.2 -0.3 0.0
H 2.641572 -2.181717 3.425367 -0.3 -0.1 0.1
H -0.525213 -2.784776 2.566381 -0.7 0.4 0.2
H -0.512967 -5.044158 3.672138 -0.7 0.0 0.3
H 1.272098 -6.545666 3.310956 0.3 -0.1 -0.1
H 3.267962 -5.866374 1.900795 0.2 -0.2 0.1
H 3.305283 -3.595702 0.841338 -0.7 -0.3 0.4
H 4.221214 -1.123278 0.794148 0.1 0.1 -0.3
H 5.777270 -1.163682 -1.161442 -0.1 0.1 0.0
H 4.813533 -1.509956 -3.499708 0.2 0.1 0.1
H 2.342896 -1.660723 -3.718040 0.2 -0.5 -0.4
H 0.919043 -1.767705 -1.844164 -0.4 -0.1 -0.1
S 0.308307 0.120904 -5.646930 0.2 -0.2 -0.4
C -0.129826 -0.136276 -4.032777 -0.1 -0.2 0.7
S -1.177776 -1.459096 -3.562268 0.1 0.4 -0.1
S 0.423285 0.944582 -2.795801 0.0 -0.1 -0.2
N -3.664465 -2.147928 3.298585 1.1 0.2 1.1
C -2.816424 -1.378903 2.367413 0.0 0.0 -0.5
N -3.592331 -1.007043 1.197158 -0.2 0.5 0.1
S -1.986919 0.008655 3.014048 0.5 0.1 0.4
H -4.537999 -1.646546 3.451071 -0.6 0.3 0.0
H -3.178950 -2.033544 4.214238 -0.4 -0.5 -0.7
H -4.500838 -0.559782 1.431497 0.3 -0.2 0.0
H -3.807901 -1.833308 0.679679 -0.3 -0.6 -0.4
C -3.173658 1.233862 3.756271 -0.3 0.0 -1.0
H -4.113439 0.709261 3.948760 -0.1 0.1 0.0
H -3.340102 2.067824 3.049187 -0.1 -0.3 0.5
H -2.776384 1.588188 4.689993 0.2 0.3 0.4
```
Positions in Å, forces in eV/Å.

Atomic partial charges in e from the Löwdin method, atoms 1 to 5:
1. K 0.36
2. C -0.06
3. N -0.12
4. C -0.11
5. C -0.12

[4]
Entry from the OMol25 dataset: a cluster of 2 separate species, C7H16NP in total at a distorted geometry (the ωB97M-V functional and the def2-TZVPD basis).

The value obtained for the total energy is -672.1758 a.u. The value obtained for the energy above the lowest of the compared OMol25 structures with the same formula, charge and spin is 4.134 eV. The calculation puts the largest force on an atom at 4.23 eV Å⁻¹. The HOMO-LUMO gap (spin up / spin down) comes out at 6.46 / 6.40 eV.

The geometry in XYZ format:
```
25
Properties=species:S:1:pos:R:3:forces:R:3
C 2.612915 1.277407 -0.802347 2.3 0.2 -0.7
C -1.574436 -0.536542 -1.230254 -2.8 3.0 0.3
C -3.936357 0.235258 -0.415578 1.8 1.9 -0.6
C -2.223356 -0.245272 1.316297 0.3 -2.6 -2.4
C 2.313825 -0.538608 0.743888 -0.3 -1.0 -3.4
C 4.624578 0.283017 0.062952 -0.5 -2.0 3.7
C -2.411359 0.287509 -0.111876 1.0 0.0 -0.9
N 3.161549 0.392297 0.003186 -2.2 1.5 -1.0
P -1.651214 2.061746 -0.154301 -0.7 -1.0 0.0
H 1.547272 1.210538 -1.064314 -0.2 -0.6 1.2
H -0.578043 -0.249000 -1.126200 1.8 0.3 -0.1
H -1.672345 -1.570033 -1.252427 -0.4 -2.0 0.5
H -1.988675 -0.176041 -2.191641 0.5 -0.1 0.2
H -4.226994 0.995610 -1.148141 0.0 -0.2 0.0
H -4.157532 -0.711120 -0.787371 -0.5 -1.8 -0.7
H -4.488995 0.392149 0.466096 -0.8 0.3 1.1
H -2.485305 0.471631 1.992171 -0.7 1.8 2.1
H -2.918990 -1.088400 1.373691 0.0 0.0 0.4
H -1.250947 -0.679292 1.528931 0.3 0.3 0.0
H 2.822841 -0.905645 1.535227 1.2 -0.9 3.0
H 1.349266 -0.143861 0.915912 -0.7 0.9 0.7
H 2.090520 -1.413017 0.100795 0.3 0.1 0.1
H 4.920217 -0.691202 0.666351 -0.6 2.1 -1.1
H 4.981194 0.193939 -0.877442 1.0 -0.6 -3.1
H 5.140383 1.146943 0.456385 -0.3 0.3 0.6
```
Positions in Å, forces in eV/Å.

Atomic partial charges in e from the Löwdin method, atoms 1 to 5:
1. C 0.02
2. C -0.11
3. C -0.12
4. C -0.15
5. C -0.06

[5]
Entry from the OMol25 dataset: a cluster of 2 separate species, C3H4ClF2O4S in total at a distorted geometry (the ωB97M-V functional and the def2-TZVPD basis).

As for the total charge: -1. The value obtained for the total energy is -1475.7918 a.u. The value obtained for the energy above the lowest of the compared OMol25 structures with the same formula, charge and spin is 1.860 eV. The calculation puts the largest force on an atom at 5.92 eV Å⁻¹. The HOMO-LUMO gap comes out at 8.92 eV.

The geometry in XYZ format:
```
15
Properties=species:S:1:pos:R:3:forces:R:3
C 0.248706 -0.492687 0.017171 -3.7 1.4 0.3
C 1.047749 -1.462763 0.761867 0.6 -1.3 -3.7
C 1.645995 -0.462990 -0.242335 5.9 -0.4 0.7
O 4.185055 -0.151692 0.968491 0.9 -2.3 -0.6
O 3.652960 1.397932 -0.760533 0.0 0.9 -2.2
O 2.509715 1.370487 1.384010 -1.4 1.5 0.4
O 0.923307 2.358177 -1.036966 -5.1 -1.0 -2.5
F 1.284135 -1.438929 2.028269 0.2 0.1 1.6
F 0.975665 -2.808708 0.309119 0.0 1.4 0.8
S 3.177466 0.638801 0.338659 -1.8 0.0 3.3
Cl 2.352123 -1.072331 -1.765740 -1.0 -0.5 -0.2
H -0.347577 0.321943 0.503545 1.0 -0.6 -0.4
H -0.245331 -0.863362 -0.875683 -0.4 -0.3 0.3
H 1.495411 2.770398 -0.509596 3.6 2.6 3.7
H 1.469065 1.808165 -1.537586 1.4 -1.4 -1.4
```
Positions in Å, forces in eV/Å.

Atomic partial charges in e from the Löwdin method, atoms 1 to 5:
1. C -0.09
2. C -0.52
3. C -0.70
4. O -0.33
5. O -0.36

[6]
Entry from the OMol25 dataset: a structure of composition C4H4CoO at a distorted geometry (the ωB97M-V functional and the def2-TZVPD basis).

As for the total charge: +2. As for the expectation value of S²: 8.7676. As for the spin multiplicity: 6. The value obtained for the total energy is -1611.8251 a.u. The value obtained for the energy above the lowest of the compared OMol25 structures with the same formula, charge and spin is 0.589 eV. The calculation puts the largest force on an atom at 4.75 eV Å⁻¹. The HOMO-LUMO gap (spin up / spin down) comes out at 5.00 / 8.12 eV.

The geometry in XYZ format:
```
10
Properties=species:S:1:pos:R:3:forces:R:3
H -1.450362 -1.411848 -0.490283 -0.8 1.5 -1.0
C -1.833661 -0.383729 -0.894905 -0.7 -0.8 1.7
C -0.929509 0.543419 -0.806315 2.2 -0.6 0.9
H -2.901129 -0.158110 -0.910914 -0.1 -0.4 -0.8
C 0.328150 0.918876 -0.518139 -0.6 0.2 -3.1
C 0.966117 0.424602 0.667972 -0.7 -2.8 2.8
O 1.491835 -0.706017 0.755742 -2.0 3.5 -2.5
Co 2.698479 -1.494194 1.883941 2.2 -1.6 2.0
H 0.968706 1.346826 -1.293976 -0.1 0.7 0.1
H 0.661373 0.920173 1.606880 0.7 0.5 -0.1
```
Positions in Å, forces in eV/Å.

Atomic partial charges in e from the Löwdin method, atoms 1 to 5:
1. H 0.20
2. C 0.25
3. C 0.15
4. H 0.15
5. C 0.11

[7]
Entry from the OMol25 dataset: a structure of composition C6H12O (the ωB97M-V functional and the def2-TZVPD basis).

The value obtained for the total energy is -310.8242 a.u. The value obtained for the energy above the lowest of the compared OMol25 structures with the same formula, charge and spin is 6.396 eV. The calculation puts the largest force on an atom at 0.41 eV Å⁻¹. The HOMO-LUMO gap comes out at 8.56 eV.

The geometry in XYZ format:
```
19
Properties=species:S:1:pos:R:3:forces:R:3
C -1.862495 -0.985838 -0.465147 0.0 0.0 0.0
C -0.804679 0.071341 -0.146427 0.0 0.0 0.0
C -1.332397 1.140719 0.812787 0.0 0.0 0.0
C 0.409910 -0.582834 0.464823 -0.2 0.1 0.2
O 1.251377 -1.372361 -0.439456 0.1 -0.1 -0.1
C 1.747874 -0.224005 0.047302 0.1 0.2 0.1
C 2.542365 0.836225 -0.418776 -0.1 0.1 -0.3
H -2.740446 -0.525255 -0.930672 0.1 -0.1 0.1
H -1.467026 -1.741741 -1.151183 -0.1 0.1 0.1
H -2.195161 -1.493392 0.448904 0.1 0.1 -0.1
H -0.487498 0.551696 -1.079831 0.0 -0.1 0.1
H -1.633956 0.696866 1.769562 0.0 0.0 -0.1
H -2.210323 1.637268 0.387181 0.1 -0.1 0.0
H -0.575047 1.905650 1.017391 -0.1 -0.1 0.0
H 0.289693 -1.049124 1.442261 0.0 0.1 -0.1
H 2.600565 -0.863624 1.326366 0.0 0.1 -0.1
H 3.268386 0.625320 -1.196008 -0.1 0.0 0.1
H 2.887551 0.044338 0.779141 0.0 -0.3 0.3
H 2.163909 1.844851 -0.289419 0.0 -0.2 0.0
```
Positions in Å, forces in eV/Å.

Atomic partial charges in e from the Löwdin method, atoms 1 to 5:
1. C -0.06
2. C -0.39
3. C -0.06
4. C -0.19
5. O 0.08

Among the records above, which one has the lowest largest force on an atom?
C6H12O

What is the formula in the seventh record?
C6H12O

The highest largest force on an atom belongs to which entry?
C3H4ClF2O4S

Number 4 is which compound?
C7H16NP